11
Properties=species:S:1:pos:R:3:lowdin_charge:R:1 method="wB97M-V/def2-TZVPD" spin_multiplicity=1 relative_energy_ev=4.2497 total_charge=0
H 0.475 -0.598 -1.122 -0.025
H -3.371 -0.489 0.735 0.122
C -2.352 -0.268 0.390 -0.327
C -2.201 0.746 -0.505 -0.157
O -1.028 1.507 -0.267 -0.319
C -0.858 2.658 -0.900 -0.147
O 0.409 2.688 -1.212 0.020
Hg 0.386 -0.047 0.535 1.012
O -1.341 -0.766 1.052 -0.393
H -2.989 1.255 -1.053 0.103
H 0.557 3.352 -1.897 0.109



11
Properties=species:S:1:pos:R:3:lowdin_charge:R:1 method="wB97M-V/def2-TZVPD" spin_multiplicity=1 relative_energy_ev=4.7547 total_charge=0
C 0.172 0.288 -0.741 -0.630
C -1.279 0.234 -0.794 -0.083
C 0.543 -0.618 0.301 -0.377
H 2.156 2.075 -0.651 0.081
H -1.992 0.911 -1.244 0.098
H 1.651 -0.783 1.764 0.115
N -2.067 -0.619 0.035 -0.026
N -1.609 -1.292 0.994 -0.029
N -0.267 -1.252 1.156 0.061
O 1.751 -0.405 0.876 0.038
S 0.942 1.461 -1.695 0.752



46
Properties=species:S:1:pos:R:3:lowdin_charge:R:1 method="wB97M-V/def2-TZVPD" spin_multiplicity=1 total_charge=+1 energy_ev=-121946.9361
Sr 0.164 -0.286 -0.770 1.502
C -3.541 -5.009 0.419 -0.032
C -2.826 -3.839 1.051 -0.237
C -2.655 -3.715 2.424 0.002
C -1.991 -2.625 2.957 -0.081
C -1.516 -1.685 2.069 -0.747
Br -0.614 -0.164 2.731 0.829
N -1.654 -1.762 0.760 -0.037
C -2.299 -2.829 0.269 -0.084
H -3.984 -5.654 1.177 0.082
H -2.855 -5.616 -0.174 0.088
H -4.340 -4.674 -0.244 0.088
H -3.046 -4.478 3.089 0.129
H -1.847 -2.506 4.020 0.112
H -2.399 -2.868 -0.813 0.124
N 3.188 -2.222 -3.289 0.191
C 2.489 -1.051 -2.600 -0.479
C 3.120 0.263 -3.136 -0.058
P 0.717 -1.164 -3.299 0.265
O -0.036 -2.284 -2.401 -0.210
O 0.960 -1.696 -4.658 -0.266
O 0.029 0.110 -2.923 -0.464
P 2.666 -1.227 -0.757 0.193
O 4.256 -1.383 -0.702 -0.103
O 1.913 -2.436 -0.349 -0.306
O 2.202 0.075 -0.159 -0.507
H 2.668 -2.379 -4.164 0.125
H 3.168 -3.067 -2.716 0.161
H 4.161 -1.988 -3.482 0.164
H 2.953 0.381 -4.207 0.096
H 4.193 0.272 -2.934 0.092
H 2.682 1.118 -2.629 0.084
H -0.134 -3.128 -2.853 0.104
H 4.633 -1.344 0.183 0.103
N -1.374 5.407 -0.748 0.147
C -1.783 4.165 -0.366 -0.365
C -0.936 3.057 -0.468 -0.074
N -1.337 1.854 -0.113 -0.039
C -2.578 1.709 0.349 -0.168
C -3.401 2.803 0.462 -0.097
N -3.016 4.032 0.109 0.140
H -0.463 5.574 -1.128 0.101
H -2.021 6.171 -0.667 0.108
H 0.080 3.170 -0.838 0.122
H -2.902 0.719 0.630 0.086
H -4.408 2.692 0.847 0.116



15
Properties=species:S:1:pos:R:3:lowdin_charge:R:1 method="wB97M-V/def2-TZVPD" spin_multiplicity=1 relative_energy_ev=5.8319 total_charge=0
O -1.044 0.640 2.230 -0.051
C -1.107 1.056 0.892 -0.183
C -0.436 0.104 -0.058 -0.344
O -0.654 -1.178 0.068 -0.003
C 0.776 -1.368 -0.547 -0.038
C 0.498 -1.034 -1.935 -0.110
C 0.575 0.210 -1.007 -0.122
H -1.207 -0.314 2.246 0.097
H -2.151 1.135 0.543 0.137
H -0.655 2.049 0.817 0.134
H 1.581 0.308 1.727 0.070
H 1.848 -0.234 1.289 0.054
H -0.466 -1.218 -2.408 0.114
H 1.364 -1.092 -2.591 0.111
H 1.298 1.008 -1.110 0.133



Number 1: strongest force on any atom 4.9 eV/A. Number 2: strongest force on any atom 5.2 eV/A. Number 3: strongest force on any atom 6.1 eV/A. Number 4: strongest force on any atom 0.4 eV/A.